Molecular formula: C4H9NO2
Method: DFT, ωB97M-V/def2-TZVPD

ORCA input file:
```
! wB97M-V def2-TZVPD RIJCOSX def2/J DEFGRID3
* xyz 0 1
C 1.35462 0.38703 -0.80622
O 1.60333 0.04662 0.50874
C -0.26509 0.04289 1.55249
C -0.79087 -0.16002 0.30011
N -0.71585 0.77336 -0.66399
O -0.56211 2.05440 -0.09291
C -1.06516 -1.54632 -0.22295
H 2.52286 0.19041 -0.26969
H 1.21625 -0.39749 -1.54619
H 1.39792 1.42736 -1.11044
H -0.11660 1.04408 1.93386
H -0.26023 -0.77014 2.27401
H -0.91345 2.61586 -0.79474
H -1.82729 -2.04692 0.38206
H -0.15706 -2.16129 -0.18878
H -1.42126 -1.49984 -1.25538
*
```

## Properties
* gap between HOMO and LUMO (alpha / beta): 8.8 / 8.8 eV
* energy above the lowest of the compared OMol25 structures with the same formula, charge and spin: 176.4 kcal/mol

Löwdin population analysis, charges in e, atoms 1 to 2: atom 1 (C): -0.17, atom 2 (O): -0.15

Molecular formula: C3H10NO2
Method: DFT, ωB97M-V/def2-TZVPD

ORCA input file:
```
! wB97M-V def2-TZVPD RIJCOSX def2/J DEFGRID3
* xyz -1 1
C 0.76627 -0.12790 0.85726
O 1.16288 -0.02916 -0.43659
C -0.69042 0.44996 1.02687
C -0.57564 1.95881 1.14500
N -1.53752 0.12211 -0.16212
H 1.36094 0.53966 1.53026
H 0.90734 -1.17040 1.21615
H -1.20423 0.06772 1.90679
H -0.02043 2.32347 0.27017
H -1.50043 2.48204 0.86546
H -0.17221 2.38799 2.06009
H -0.75021 -0.13390 -0.79932
H -1.91290 -0.80889 0.01081
H 0.97917 -1.17508 -1.61243
H 0.43996 -2.54107 -1.42960
O 0.77974 -2.02252 -2.14128
*
```

## Properties
* gap between HOMO and LUMO: 7.8 eV
* energy above the lowest of the compared OMol25 structures with the same formula, charge and spin: 9.2 kcal/mol

Löwdin population analysis, charges in e, atoms 1 to 2: atom 1 (C): -0.44, atom 2 (O): -0.35

Molecular formula: C7H8BrFN2O2S
Method: DFT, ωB97M-V/def2-TZVPD

ORCA input file:
```
! wB97M-V def2-TZVPD RIJCOSX def2/J DEFGRID3
* xyz 0 1
C -0.18037 1.23757 0.77191
C 0.07968 -0.98667 0.08958
C -4.10429 -1.80739 0.45327
C -1.57982 1.30932 0.33710
C -2.49893 0.23740 0.82844
C 2.92734 -0.61275 -0.48425
C -3.29553 -0.61254 -0.17241
N 0.50938 0.20362 0.63321
N -0.92740 -1.73496 0.21387
O -5.31924 -1.90173 0.45673
O -3.30876 -2.70773 0.96189
F -2.84551 0.33943 2.06878
S 1.40316 -1.42446 -1.19931
Br -4.49787 0.64655 -1.18866
H 0.43028 1.94759 1.28440
H -1.96855 2.21074 0.72475
H -1.75610 1.24889 -0.75334
H 3.01322 0.35379 -0.77170
H 3.66786 -1.30243 -0.59246
H 2.56891 -0.51734 0.55512
H -2.64556 -1.14477 -0.90202
H -2.33928 -2.44882 0.93751
*
```

## Properties
* gap between HOMO and LUMO (alpha / beta): 8.5 / 6.9 eV
* energy above the lowest of the compared OMol25 structures with the same formula, charge and spin: 77.0 kcal/mol

Löwdin population analysis, charges in e, atoms 1 to 2: atom 1 (C): -0.09, atom 2 (C): -0.70

Molecular formula: C14H16O
Method: DFT, ωB97M-V/def2-TZVPD

ORCA input file:
```
! wB97M-V def2-TZVPD RIJCOSX def2/J DEFGRID3
* xyz 0 1
C -1.68276 -1.49158 -0.63749
C -1.19871 -1.55917 0.78737
C -1.40606 -0.45447 1.62739
C -1.07604 -0.46151 2.95975
C -0.45717 -1.60008 3.49290
O -0.27946 -1.65752 4.85619
C -0.21340 -2.67433 2.68146
C -0.54789 -2.65618 1.30752
H -2.76430 -1.46946 -0.67162
H -1.34461 -2.35587 -1.19663
H -1.24392 -0.67687 -1.15370
H -1.75173 0.45712 1.14440
H -1.35441 0.32147 3.65234
H 0.63386 -1.70698 5.13519
H 0.28638 -3.58258 3.01004
H -0.47283 -3.59524 0.77867
C 0.73577 2.85785 -3.70699
C 0.82359 2.00522 -2.44927
C 1.39310 0.75560 -2.47595
C 1.76122 0.08319 -1.30144
C 1.31967 0.61241 -0.10779
C 0.60706 1.79803 -0.07118
C 0.38608 2.53818 -1.22417
H 0.84846 3.90293 -3.43867
H -0.19895 2.62818 -4.21191
H 1.52553 2.56835 -4.40464
H 1.72540 0.40578 -3.42622
H 2.33241 -0.82037 -1.46365
H 1.50256 0.14304 0.85232
H 0.27667 2.21552 0.87409
H -0.16552 3.46935 -1.21829
*
```

## Properties
* gap between HOMO and LUMO: 9.4 eV
* energy above the lowest of the compared OMol25 structures with the same formula, charge and spin: 12.6 kcal/mol
* SMILES: Cc1ccc(O)cc1.Cc1ccccc1

Löwdin population analysis, charges in e, atoms 1 to 2: atom 1 (C): -0.04, atom 2 (C): -0.29

Molecular formula: C8H14O
Method: DFT, ωB97M-V/def2-TZVPD

ORCA input file:
```
! wB97M-V def2-TZVPD RIJCOSX def2/J DEFGRID3
* xyz 0 1
C 0.22941 -0.12477 2.58333
C 0.12728 0.46183 1.19707
C -0.00021 1.95089 1.18202
C 0.08195 -0.33079 0.11767
C 0.11451 -1.83604 0.25172
C -0.05058 0.10554 -1.30298
C 0.87588 -0.57338 -2.29270
C -1.42629 0.55815 -1.79281
O -0.34694 1.43181 -1.64527
H 0.41724 0.66090 3.30965
H 1.03577 -0.85308 2.64654
H -0.69673 -0.62539 2.86835
H -0.90966 2.23761 1.72403
H 0.86491 2.39931 1.66877
H -0.05512 2.37899 0.19123
H -0.47528 -2.30191 -0.53375
H -0.30138 -2.15603 1.19986
H 1.13575 -2.21375 0.18011
H 1.89280 -0.59891 -1.90336
H 0.55250 -1.58961 -2.49964
H 0.88865 -0.01310 -3.22271
H -2.25576 0.73136 -1.11596
H -1.69870 0.30037 -2.81114
*
```

## Properties
* gap between HOMO and LUMO: 9.4 eV
* energy above the lowest of the compared OMol25 structures with the same formula, charge and spin: 25.5 kcal/mol
* SMILES: CC(C)=C(C)[C@@]1(C)CO1

Löwdin population analysis, charges in e, atoms 1 to 2: atom 1 (C): -0.06, atom 2 (C): -0.28

Molecular formula: C17H23N2O4P
Method: DFT, ωB97M-V/def2-TZVPD

ORCA input file:
```
! wB97M-V def2-TZVPD RIJCOSX def2/J DEFGRID3
* xyz 0 1
C -4.49697 -0.36880 -1.76752
O -3.26963 -0.61437 -1.10599
P -1.90198 -0.09559 -1.83851
O -2.08620 1.12718 -2.61890
O -1.46501 -1.28946 -2.80078
C -1.34141 -2.62595 -2.33930
C -0.75081 -0.06992 -0.47166
N 0.29767 -0.94832 -0.49037
C 1.04894 -0.65178 0.52141
C 2.27170 -1.30142 0.92054
C 2.96559 -0.89285 2.05875
C 4.13521 -1.52964 2.42418
C 4.64173 -2.58243 1.67242
C 5.91395 -3.27181 2.05857
C 3.94423 -2.98478 0.53547
C 2.77648 -2.35805 0.15922
O 0.56063 0.40892 1.23753
C -0.57444 0.77936 0.60727
N -1.32728 1.75495 1.16193
C -2.38245 2.37798 0.39199
C -1.85028 3.57316 -0.39809
C -1.17371 4.56507 0.54591
C -0.09387 3.86132 1.36549
C -0.70260 2.66636 2.10204
H -4.40310 0.49725 -2.42681
H -4.79121 -1.23826 -2.35918
H -5.24907 -0.17513 -1.00165
H -2.19691 -2.90369 -1.72055
H -1.30428 -3.25547 -3.22837
H -0.42685 -2.73307 -1.75630
H 2.58108 -0.07648 2.65136
H 4.66392 -1.20397 3.30886
H 5.76418 -4.34919 2.10832
H 6.27067 -2.92264 3.02414
H 6.68658 -3.07900 1.31445
H 4.32938 -3.80148 -0.05820
H 2.23718 -2.66472 -0.72272
H -2.81768 1.64114 -0.27804
H -3.14789 2.70687 1.10311
H -2.67377 4.04958 -0.92942
H -1.14064 3.20989 -1.14279
H -0.73462 5.38476 -0.02481
H -1.92004 4.98918 1.22293
H 0.35024 4.54954 2.08642
H 0.69663 3.50484 0.70132
H 0.05554 2.12793 2.67107
H -1.48084 3.01009 2.79074
*
```

## Properties
* gap between HOMO and LUMO: 8.2 eV
* SMILES: COP(=O)(OC)c1nc(-c2ccc(C)cc2)oc1N1CCCCC1

Löwdin population analysis, charges in e, atoms 1 to 2: atom 1 (C): -0.12, atom 2 (O): -0.27